This record from the Open Molecules 2025 dataset describes a cluster of 7 separate species, C28H73Br3N9O12P3 in total. The level of theory is ωB97M-V/def2-TZVPD.

CARTESIAN COORDINATES (ANGSTROEM)
C (17.193, 9.985, -13.683)
Br (18.327, 8.972, -12.342)
Br (18.343, 10.488, -15.226)
Br (16.292, 11.623, -12.773)
H (16.485, 9.262, -14.088)
O (14.463, 0.648, -9.811)
P (14.624, 0.476, -8.323)
N (13.067, 0.347, -7.670)
C (12.235, -0.861, -7.885)
C (12.198, 1.514, -7.449)
N (15.387, 1.821, -7.699)
C (16.395, 2.508, -8.510)
C (15.548, 2.041, -6.264)
N (15.444, -0.923, -7.675)
C (16.809, -1.216, -8.166)
C (15.230, -1.338, -6.218)
H (12.714, -1.773, -8.241)
H (11.421, -0.520, -8.526)
H (11.780, -1.197, -6.954)
H (12.609, 2.041, -6.588)
H (11.135, 1.321, -7.304)
H (12.412, 2.246, -8.227)
H (17.398, 2.660, -8.110)
H (16.484, 2.125, -9.527)
H (16.066, 3.545, -8.562)
H (16.418, 1.529, -5.852)
H (15.550, 3.078, -5.926)
H (14.746, 1.645, -5.642)
H (17.528, -0.569, -7.663)
H (17.169, -2.211, -7.907)
H (16.862, -0.983, -9.230)
H (15.771, -0.618, -5.604)
H (15.656, -2.332, -6.082)
H (14.148, -1.280, -6.097)
O (12.149, 12.767, -19.615)
P (13.426, 13.457, -19.942)
N (13.995, 14.477, -18.690)
C (13.588, 14.188, -17.356)
C (15.294, 15.164, -18.752)
N (13.211, 14.482, -21.331)
C (12.745, 15.811, -21.004)
C (12.577, 13.853, -22.508)
N (14.612, 12.420, -20.383)
C (14.774, 11.036, -19.804)
C (15.773, 12.795, -21.177)
H (14.388, 13.559, -16.963)
H (12.647, 13.647, -17.463)
H (13.439, 15.047, -16.702)
H (16.064, 14.425, -18.530)
H (15.293, 16.009, -18.063)
H (15.311, 15.571, -19.763)
H (13.548, 16.485, -21.300)
H (11.940, 16.009, -21.712)
H (12.608, 15.979, -19.936)
H (13.317, 13.310, -23.096)
H (11.704, 13.254, -22.249)
H (12.177, 14.588, -23.207)
H (13.858, 10.891, -19.231)
H (14.951, 10.290, -20.579)
H (15.660, 11.209, -19.193)
H (15.751, 13.866, -21.375)
H (15.663, 12.438, -22.201)
H (16.724, 12.618, -20.675)
O (4.920, 15.814, -16.577)
P (6.404, 15.604, -16.489)
N (7.259, 16.863, -15.630)
C (6.590, 18.094, -15.541)
C (8.739, 16.811, -15.620)
N (7.134, 15.527, -18.050)
C (7.235, 14.284, -18.910)
C (7.297, 16.802, -18.779)
N (6.922, 14.210, -15.559)
C (6.318, 13.787, -14.350)
C (8.124, 13.360, -15.899)
H (7.010, 18.703, -16.341)
H (6.791, 18.532, -14.563)
H (5.512, 17.930, -15.513)
H (9.016, 16.892, -14.569)
H (9.155, 17.743, -16.003)
H (9.166, 16.103, -16.331)
H (6.535, 14.441, -19.730)
H (8.197, 14.202, -19.417)
H (7.042, 13.387, -18.322)
H (7.854, 17.324, -18.002)
H (7.964, 16.805, -19.641)
H (6.375, 17.368, -18.909)
H (5.291, 13.476, -14.541)
H (6.884, 13.130, -13.689)
H (6.246, 14.691, -13.744)
H (7.834, 12.510, -16.517)
H (8.560, 12.919, -15.002)
H (8.907, 13.972, -16.345)
C (13.398, 5.069, -12.496)
O (13.363, 5.864, -13.700)
C (12.524, 6.963, -13.654)
O (11.826, 7.329, -12.689)
O (12.483, 7.489, -14.916)
C (11.784, 8.647, -15.222)
H (14.405, 4.866, -12.132)
H (13.070, 4.153, -12.989)
H (12.779, 5.431, -11.674)
H (12.010, 9.062, -16.204)
H (11.935, 9.435, -14.485)
H (10.710, 8.462, -15.179)
C (9.376, 10.691, -9.923)
O (9.702, 11.724, -10.799)
C (10.501, 12.716, -10.362)
O (10.468, 13.031, -9.143)
O (11.106, 13.312, -11.433)
C (11.966, 14.435, -11.191)
H (10.217, 10.394, -9.296)
H (9.055, 9.827, -10.503)
H (8.557, 11.040, -9.293)
H (12.077, 15.035, -12.094)
H (12.890, 13.983, -10.830)
H (11.597, 15.049, -10.370)
C (5.528, 8.636, -25.246)
O (6.737, 8.400, -24.475)
C (6.774, 8.802, -23.243)
O (5.974, 9.374, -22.575)
O (8.089, 8.518, -22.753)
C (8.657, 9.184, -21.638)
H (4.655, 8.438, -24.623)
H (5.372, 7.966, -26.091)
H (5.377, 9.677, -25.529)
H (9.530, 9.609, -22.132)
H (9.165, 8.511, -20.947)
H (8.192, 10.032, -21.136)

F_max, eV/Å: 4.20
Total energy, eV: -306192.3876
Total charge: 0
SMILES: CN(C)P(=O)(N(C)C)N(C)C.CN(C)P(=O)(N(C)C)N(C)C.CN(C)P(=O)(N(C)C)N(C)C.BrC(Br)Br.COC(=O)OC.COC(=O)OC.COC(=O)OC
ΔE to the lowest compared entry with this formula, charge and spin, kJ/mol: 0.0
Orbital gap, eV: 7.15



This record from the Open Molecules 2025 dataset describes a cluster of 7 separate species, C28H73ClN5O14 in total. The level of theory is ωB97M-V/def2-TZVPD.

CARTESIAN COORDINATES (ANGSTROEM)
Cl (-1.197, -2.116, 0.523)
O (-1.273, -1.639, 1.889)
O (-2.482, -2.052, -0.120)
O (-0.389, -1.269, -0.220)
O (-0.655, -3.484, 0.470)
C (-2.731, -11.639, -7.151)
O (-1.707, -11.101, -6.246)
C (-2.182, -10.513, -4.963)
C (-2.571, -9.021, -5.104)
N (-1.455, -8.133, -5.531)
C (-2.120, -6.805, -5.685)
C (-1.180, -5.555, -5.769)
O (-0.524, -5.690, -7.002)
C (0.096, -4.446, -7.412)
H (-3.056, -12.610, -6.777)
H (-2.156, -11.841, -8.055)
H (-3.582, -11.013, -7.417)
H (-1.367, -10.571, -4.242)
H (-2.902, -11.149, -4.448)
H (-2.775, -8.669, -4.093)
H (-3.401, -8.866, -5.793)
H (-0.919, -8.025, -4.682)
H (-2.855, -6.656, -4.894)
H (-2.665, -6.750, -6.627)
H (-0.511, -5.421, -4.919)
H (-1.825, -4.676, -5.746)
H (0.688, -4.592, -8.315)
H (0.808, -4.042, -6.692)
H (-0.624, -3.680, -7.701)
C (-4.949, 3.703, 5.495)
O (-6.174, 4.396, 5.854)
C (-6.029, 5.113, 6.986)
C (-5.383, 6.447, 6.662)
N (-6.121, 7.201, 5.632)
C (-5.264, 8.211, 4.971)
C (-6.020, 9.048, 3.902)
O (-6.336, 8.375, 2.717)
C (-7.612, 7.676, 2.662)
H (-4.116, 4.312, 5.147)
H (-5.168, 3.042, 4.657)
H (-4.515, 3.005, 6.211)
H (-5.483, 4.683, 7.825)
H (-7.042, 5.278, 7.352)
H (-4.339, 6.197, 6.476)
H (-5.247, 7.028, 7.573)
H (-6.348, 6.514, 4.928)
H (-4.330, 7.847, 4.544)
H (-4.832, 8.932, 5.664)
H (-5.326, 9.850, 3.651)
H (-6.925, 9.498, 4.310)
H (-8.488, 8.302, 2.835)
H (-7.616, 6.888, 3.415)
H (-7.734, 7.337, 1.633)
C (6.412, 1.183, -6.427)
O (6.337, 0.625, -5.098)
C (5.645, 1.442, -4.165)
C (5.626, 0.920, -2.802)
N (6.967, 1.174, -2.219)
C (6.921, 0.347, -0.959)
C (8.283, 0.390, -0.302)
O (9.314, -0.062, -1.221)
C (10.595, 0.155, -0.767)
H (5.560, 0.824, -7.005)
H (7.294, 0.687, -6.831)
H (6.673, 2.241, -6.442)
H (4.611, 1.480, -4.508)
H (6.003, 2.470, -4.205)
H (5.325, -0.125, -2.726)
H (4.855, 1.424, -2.220)
H (7.439, 0.660, -2.948)
H (6.637, -0.703, -1.029)
H (6.131, 0.729, -0.312)
H (8.214, -0.315, 0.526)
H (8.503, 1.382, 0.091)
H (10.970, 1.177, -0.713)
H (11.168, -0.413, -1.500)
H (10.666, -0.262, 0.238)
C (4.545, -8.052, 0.190)
C (3.727, -9.016, -0.657)
O (2.284, -8.755, -0.667)
O (4.369, -6.710, -0.224)
H (5.592, -8.305, 0.024)
H (4.318, -8.266, 1.234)
H (3.887, -9.937, -0.095)
H (4.146, -9.159, -1.653)
H (1.885, -9.159, 0.107)
H (3.409, -6.699, -0.215)
C (-6.030, 3.207, -1.491)
C (-4.829, 3.847, -2.222)
C (-3.704, 4.409, -1.274)
O (-2.647, 4.864, -2.064)
C (-1.418, 5.009, -1.324)
N (-4.166, 2.718, -2.872)
H (-6.501, 4.097, -1.074)
H (-5.729, 2.349, -0.890)
H (-6.806, 2.919, -2.201)
H (-5.120, 4.506, -3.040)
H (-3.343, 3.728, -0.504)
H (-4.153, 5.293, -0.822)
H (-0.584, 5.176, -2.006)
H (-1.165, 4.138, -0.718)
H (-1.500, 5.784, -0.562)
H (-4.186, 1.965, -2.200)
H (-3.186, 2.860, -3.072)
C (2.265, 2.630, 4.891)
C (2.914, 2.620, 6.303)
C (2.225, 1.687, 7.333)
O (0.948, 2.064, 7.859)
C (0.964, 3.354, 8.454)
N (4.288, 2.222, 6.126)
H (2.874, 3.250, 4.233)
H (1.292, 3.110, 4.997)
H (2.185, 1.613, 4.506)
H (2.964, 3.619, 6.736)
H (2.845, 1.401, 8.183)
H (2.127, 0.717, 6.844)
H (0.070, 3.394, 9.078)
H (0.848, 4.114, 7.682)
H (1.822, 3.441, 9.120)
H (4.245, 1.213, 6.138)
H (4.786, 2.450, 6.975)

F_max, eV/Å: 4.15
Total energy, eV: -78842.6785
Total charge: -1
ΔE to the lowest compared entry with this formula, charge and spin, kJ/mol: 76.1
Orbital gap, eV: 7.60



This record from the Open Molecules 2025 dataset describes a cluster of 7 separate species, C28H74ClN6O12 in total. The level of theory is ωB97M-V/def2-TZVPD.

CARTESIAN COORDINATES (ANGSTROEM)
Cl (0.964, -1.035, -0.717)
O (0.643, -2.357, -0.296)
O (2.217, -0.478, -0.249)
O (1.024, -1.069, -2.145)
O (-0.148, -0.226, -0.288)
C (-1.249, 4.750, -3.313)
O (-1.884, 5.995, -3.148)
C (-1.006, 7.040, -3.477)
C (-1.845, 8.315, -3.829)
N (-3.037, 7.930, -4.647)
C (-3.689, 9.109, -5.080)
C (-5.099, 8.815, -5.736)
O (-5.914, 7.817, -5.121)
C (-7.246, 7.887, -5.541)
H (-0.754, 4.604, -4.273)
H (-1.967, 3.935, -3.220)
H (-0.513, 4.624, -2.519)
H (-0.383, 6.772, -4.330)
H (-0.315, 7.138, -2.640)
H (-1.202, 8.826, -4.546)
H (-2.115, 9.029, -3.051)
H (-2.528, 7.530, -5.422)
H (-3.106, 9.747, -5.744)
H (-3.923, 9.745, -4.226)
H (-4.906, 8.457, -6.747)
H (-5.653, 9.735, -5.922)
H (-7.641, 8.899, -5.447)
H (-7.813, 7.242, -4.871)
H (-7.414, 7.462, -6.531)
C (-6.206, 1.934, 2.932)
O (-4.990, 2.639, 2.850)
C (-3.892, 1.847, 2.781)
C (-2.670, 2.709, 3.161)
N (-2.497, 3.904, 2.314)
C (-1.297, 4.748, 2.640)
C (-1.357, 5.578, 4.006)
O (-2.480, 6.487, 3.888)
C (-3.026, 6.881, 5.090)
H (-7.007, 2.601, 3.254)
H (-6.128, 1.138, 3.672)
H (-6.495, 1.700, 1.907)
H (-3.864, 1.364, 1.804)
H (-3.896, 0.994, 3.460)
H (-1.744, 2.162, 2.986)
H (-2.612, 3.139, 4.161)
H (-2.169, 3.420, 1.490)
H (-1.162, 5.615, 1.995)
H (-0.386, 4.198, 2.405)
H (-0.528, 6.259, 4.197)
H (-1.546, 4.940, 4.869)
H (-3.765, 7.607, 4.751)
H (-2.363, 7.428, 5.761)
H (-3.480, 5.981, 5.506)
C (6.440, 4.292, 8.067)
C (5.976, 4.085, 6.588)
C (4.487, 4.441, 6.277)
O (4.055, 4.398, 4.876)
C (4.090, 3.046, 4.398)
N (6.698, 5.031, 5.771)
H (5.933, 3.609, 8.749)
H (6.264, 5.294, 8.457)
H (7.513, 4.104, 8.076)
H (6.043, 3.035, 6.302)
H (4.289, 5.403, 6.748)
H (3.818, 3.718, 6.743)
H (5.155, 2.827, 4.478)
H (3.739, 3.057, 3.366)
H (3.447, 2.408, 5.005)
H (6.532, 5.949, 6.156)
H (6.406, 4.938, 4.808)
C (2.852, -5.414, 3.170)
C (1.913, -6.606, 2.848)
C (0.602, -6.629, 3.729)
O (-0.384, -5.866, 3.143)
C (-1.716, -5.949, 3.749)
N (1.541, -6.689, 1.425)
H (3.159, -5.551, 4.207)
H (2.254, -4.506, 3.085)
H (3.680, -5.347, 2.464)
H (2.292, -7.582, 3.151)
H (0.778, -6.326, 4.761)
H (0.194, -7.638, 3.792)
H (-1.694, -5.910, 4.838)
H (-2.310, -6.835, 3.524)
H (-2.440, -5.188, 3.456)
H (0.652, -6.210, 1.399)
H (1.238, -7.636, 1.244)
C (1.369, -11.359, -3.117)
C (1.006, -9.901, -2.816)
C (-0.322, -9.505, -2.206)
O (-0.470, -8.075, -2.173)
C (-1.615, -7.612, -1.543)
N (2.176, -9.395, -2.168)
H (0.587, -11.959, -3.583)
H (1.770, -11.865, -2.238)
H (2.235, -11.327, -3.778)
H (1.059, -9.434, -3.799)
H (-0.362, -9.923, -1.200)
H (-1.063, -9.943, -2.875)
H (-1.777, -8.084, -0.574)
H (-2.521, -7.666, -2.147)
H (-1.476, -6.567, -1.267)
H (2.921, -9.846, -2.679)
H (2.119, -10.172, -1.525)
C (0.731, -5.222, -5.780)
C (2.098, -5.288, -5.139)
C (2.867, -4.049, -5.633)
O (4.064, -3.904, -4.922)
C (4.884, -2.762, -5.120)
N (1.843, -5.100, -3.683)
H (0.117, -5.802, -5.090)
H (0.681, -5.606, -6.799)
H (0.197, -4.273, -5.818)
H (2.700, -6.189, -5.261)
H (2.221, -3.222, -5.339)
H (2.908, -4.198, -6.712)
H (4.322, -1.878, -5.423)
H (5.526, -2.822, -5.998)
H (5.347, -2.420, -4.194)
H (1.369, -4.211, -3.605)
H (1.051, -5.682, -3.449)

F_max, eV/Å: 3.37
Total energy, eV: -76252.6922
Total charge: -1
ΔE to the lowest compared entry with this formula, charge and spin, kJ/mol: 614.4
Orbital gap, eV: 7.71



This record from the Open Molecules 2025 dataset describes a cluster of 8 separate species, C28H75IN2O8PSi in total. The level of theory is ωB97M-V/def2-TZVPD.

CARTESIAN COORDINATES (ANGSTROEM)
C (1.433, 1.670, 0.603)
Si (1.372, 1.417, -1.270)
C (1.809, 3.017, -2.234)
C (2.740, 0.162, -1.741)
C (-0.294, 0.699, -1.919)
N (-0.066, -0.667, -2.481)
C (-0.744, -1.721, -1.735)
C (-2.287, -1.552, -1.625)
N (-2.578, -0.077, -1.512)
C (-1.434, 0.689, -0.867)
P (-2.051, 2.434, -0.459)
O (-2.814, 2.907, -1.894)
I (-3.779, 2.115, 1.285)
H (2.416, 2.101, 0.859)
H (0.701, 2.391, 0.988)
H (1.390, 0.699, 1.119)
H (2.798, 3.316, -1.865)
H (1.051, 3.789, -2.048)
H (1.850, 2.765, -3.302)
H (3.681, 0.565, -1.346)
H (2.483, -0.770, -1.217)
H (2.778, -0.036, -2.816)
H (-0.633, 1.345, -2.755)
H (-0.327, -0.700, -3.457)
H (-0.497, -2.682, -2.194)
H (-0.340, -1.784, -0.720)
H (-2.731, -2.119, -0.802)
H (-2.750, -1.881, -2.566)
H (-3.482, 0.128, -1.083)
H (-2.612, 0.274, -2.470)
H (-1.183, 0.221, 0.092)
H (-3.634, 3.364, -1.675)
C (1.614, -5.438, 0.729)
C (0.834, -4.247, 1.262)
C (0.197, -4.551, 2.608)
O (-0.184, -3.877, 0.321)
H (0.954, -6.297, 0.582)
H (2.058, -5.205, -0.240)
H (2.411, -5.727, 1.415)
H (1.501, -3.388, 1.359)
H (-0.511, -5.380, 2.525)
H (-0.364, -3.691, 2.970)
H (0.953, -4.813, 3.351)
H (-0.780, -4.625, 0.224)
C (0.524, 1.010, 4.547)
C (1.136, 2.402, 4.520)
C (0.943, 3.117, 5.848)
O (0.549, 3.168, 3.467)
H (-0.554, 1.065, 4.726)
H (0.664, 0.512, 3.585)
H (0.974, 0.394, 5.327)
H (2.201, 2.328, 4.295)
H (-0.121, 3.241, 6.068)
H (1.380, 4.116, 5.811)
H (1.405, 2.564, 6.667)
H (-0.393, 3.245, 3.644)
C (-6.792, 1.306, -3.962)
C (-5.981, 2.145, -2.988)
C (-6.352, 1.838, -1.546)
O (-6.182, 3.530, -3.258)
H (-7.859, 1.519, -3.859)
H (-6.515, 1.541, -4.990)
H (-6.634, 0.239, -3.794)
H (-4.915, 1.952, -3.139)
H (-7.403, 2.061, -1.348)
H (-5.758, 2.455, -0.869)
H (-6.172, 0.785, -1.312)
H (-7.116, 3.727, -3.138)
C (5.418, -1.852, -0.321)
C (6.434, -2.981, -0.259)
C (7.615, -2.715, -1.178)
O (5.808, -4.213, -0.621)
H (5.015, -1.748, -1.333)
H (4.573, -2.060, 0.339)
H (5.864, -0.900, -0.025)
H (6.788, -3.098, 0.767)
H (7.286, -2.640, -2.219)
H (8.331, -3.536, -1.128)
H (8.127, -1.790, -0.909)
H (5.492, -4.126, -1.524)
C (4.704, 3.657, 2.875)
C (5.764, 2.586, 2.668)
C (7.166, 3.157, 2.800)
O (5.603, 1.994, 1.376)
H (4.796, 4.444, 2.121)
H (3.705, 3.230, 2.770)
H (4.787, 4.112, 3.864)
H (5.624, 1.788, 3.400)
H (7.342, 3.929, 2.045)
H (7.913, 2.379, 2.642)
H (7.324, 3.596, 3.787)
H (5.725, 2.686, 0.721)
C (-3.059, -5.888, 4.579)
C (-3.514, -4.441, 4.471)
C (-5.021, -4.347, 4.289)
O (-2.854, -3.808, 3.371)
H (-3.305, -6.440, 3.667)
H (-1.976, -5.941, 4.702)
H (-3.530, -6.389, 5.425)
H (-3.219, -3.897, 5.369)
H (-5.331, -4.849, 3.368)
H (-5.333, -3.305, 4.207)
H (-5.550, -4.803, 5.127)
H (-3.103, -4.276, 2.570)
C (-3.789, 3.931, -5.794)
C (-2.790, 2.812, -5.539)
C (-1.522, 3.002, -6.358)
O (-3.382, 1.547, -5.854)
H (-4.092, 3.954, -6.845)
H (-4.693, 3.773, -5.205)
H (-3.366, 4.903, -5.534)
H (-2.538, 2.783, -4.476)
H (-1.747, 2.988, -7.428)
H (-0.816, 2.190, -6.169)
H (-1.035, 3.949, -6.119)
H (-3.611, 1.553, -6.787)

F_max, eV/Å: 1.96
Total energy, eV: -74875.0612
Total charge: +1
Orbital gap, eV: 8.52